C46H110N12O14 | wB97M-V/def2-TZVPD

SMILES ... CC1(C)CCCC(C)(C)N1O.CC1(C)CCCC(C)(C)N1O.CC1(C)CCCC(C)(C)N1O.CC1(C)CCCC(C)(C)N1O.NC(N)=O.NC(N)=O.NC(N)=O.NC(N)=O.OCCO.OCCO.OCCO
E_HOMO ... -7.98 eV
Orbital gap ... 7.93 eV
Calculated total energy ... -3528.688238 a.u.
Charge ... 0
Energy above the lowest of the compared OMol25 structures with the same formula, charge and spin ... 653.36 kJ/mol
LUMO ... -0.05 eV

Cartesian coordinates (Å):
C1 16.7620 4.9053 -6.1080
C2 17.7395 6.0024 -6.2738
O1 17.5133 7.0871 -5.5116
O2 15.4340 5.4242 -6.0260
H1 16.8006 4.5294 -5.0856
H2 16.8630 4.1688 -6.9052
H3 17.9011 6.4169 -7.2689
H4 18.7563 5.6994 -6.0240
H5 18.3061 7.5865 -5.7207
H6 15.3988 6.2746 -5.5820
C3 17.3107 8.1744 -12.4035
C4 17.0164 6.6898 -12.0614
O3 15.8593 6.0862 -12.6413
O4 17.2995 8.3520 -13.8044
H7 18.2779 8.5873 -12.1167
H8 16.5309 8.8974 -12.1643
H9 16.8529 6.5335 -10.9951
H10 17.8923 6.1280 -12.3860
H11 16.0160 5.1461 -12.5257
H12 16.4410 8.1023 -14.1540
C5 13.0524 0.9158 -3.3537
C6 14.5013 0.7409 -3.4806
O5 14.9567 0.7270 -4.8713
O6 12.7108 1.1256 -1.9788
H13 12.7236 -0.0359 -3.7712
H14 12.7455 1.7135 -4.0303
H15 14.7769 -0.2662 -3.1677
H16 14.9532 1.5562 -2.9158
H17 15.0916 -0.2203 -4.9488
H18 12.3302 1.9844 -1.7807
C7 10.3453 2.7610 -7.1366
O7 10.6420 1.5954 -6.8489
N1 9.3495 3.0948 -7.8852
N2 11.2481 3.7021 -7.0737
H19 8.6126 2.4521 -8.1384
H20 9.4625 3.9821 -8.3542
H21 11.1258 4.6137 -7.4912
H22 12.1285 3.6688 -6.5798
C8 15.7720 1.3910 -9.8160
O8 15.5089 2.0618 -10.8063
N3 16.8256 0.7427 -9.4984
N4 14.9336 1.4769 -8.7815
H23 16.9495 0.3081 -8.5952
H24 17.6482 0.8374 -10.0767
H25 13.9943 1.8084 -8.9492
H26 15.1522 1.0600 -7.8879
C9 15.3807 10.1298 -2.0237
O9 15.0759 10.9499 -1.2000
N5 16.4971 9.5072 -1.9006
N6 14.6046 9.6470 -2.9452
H27 16.7860 8.9064 -2.6594
H28 17.1510 9.7027 -1.1562
H29 13.8589 10.3001 -3.1387
H30 15.1801 9.0746 -3.5463
C10 20.6767 10.0064 -8.2991
O10 20.4260 9.3972 -7.3036
N7 21.7821 9.9246 -9.0239
N8 19.7390 10.6785 -8.9262
H31 22.4398 9.3111 -8.5645
H32 22.0378 10.5046 -9.8103
H33 19.0611 11.0427 -8.2720
H34 20.0390 11.2423 -9.7087
C11 18.6808 2.8759 -0.0486
C12 19.6585 1.6853 0.0444
C13 21.0378 2.3258 0.5901
C14 22.0368 1.3317 1.0496
C15 21.4020 0.3486 2.0971
C16 20.1418 -0.3973 1.5485
N9 19.2165 0.6599 1.0365
O11 17.9382 0.2654 0.8554
C17 20.6131 -1.4224 0.5785
C18 19.6338 -1.1784 2.7937
C19 19.8609 1.1305 -1.4279
H35 19.2218 3.6713 -0.5612
H36 18.2085 3.3126 0.8313
H37 17.8616 2.6064 -0.7152
H38 21.5304 2.9691 -0.1392
H39 20.9020 3.0548 1.3890
H40 22.8668 1.9921 1.3009
H41 22.3459 0.6883 0.2258
H42 21.1614 0.9224 2.9921
H43 22.1937 -0.3912 2.2157
H44 20.9393 -2.3403 1.0675
H45 19.8899 -1.7979 -0.1454
H46 21.4737 -1.2546 -0.0691
H47 18.7592 -1.7518 2.4867
H48 20.3554 -1.8409 3.2717
H49 19.2571 -0.5572 3.6064
H50 18.9607 0.8759 -1.9873
H51 20.4277 0.1995 -1.4266
H52 20.3648 1.8826 -2.0350
H53 17.4586 0.6498 1.5929
C20 24.2374 3.7160 -5.6539
C21 25.1492 3.6513 -6.9229
C22 26.0584 2.3896 -6.7340
C23 25.4210 1.0022 -6.8824
C24 24.9903 0.9412 -8.4164
C25 23.9380 2.1027 -8.6721
N10 24.3377 3.4547 -8.1616
O12 23.4442 4.4777 -8.3685
C26 23.7437 2.0066 -10.1808
C27 22.5014 1.8283 -7.9805
C28 26.0826 4.9497 -7.0032
H54 24.1384 2.7184 -5.2262
H55 23.2429 4.1343 -5.8094
H56 24.6347 4.2962 -4.8211
H57 26.9275 2.5689 -7.3670
H58 26.3864 2.5580 -5.7083
H59 24.5134 0.9178 -6.2846
H60 26.0913 0.1880 -6.6071
H61 24.6735 -0.0691 -8.6755
H62 25.9713 1.1926 -8.8196
H63 22.8464 2.4775 -10.5824
H64 24.5509 2.4826 -10.7375
H65 23.6550 1.0048 -10.6010
H66 22.4667 2.0870 -6.9222
H67 21.6208 2.3083 -8.4074
H68 22.2670 0.7916 -8.2220
H69 25.4844 5.8528 -6.8815
H70 26.4662 4.9328 -8.0233
H71 27.0329 4.9557 -6.4693
H72 23.5416 4.6120 -9.3141
C29 25.4278 10.2067 -3.1193
C30 24.3869 10.9622 -2.3682
C31 23.0281 10.4529 -2.9367
C32 22.6395 9.0904 -2.3330
C33 22.7557 8.9286 -0.8436
C34 24.0348 9.4514 -0.2116
N11 24.4225 10.7756 -0.8461
O13 25.3388 11.6377 -0.1783
C35 23.8405 9.6454 1.2564
C36 25.2098 8.4005 -0.2802
C37 24.4670 12.5040 -2.7315
H73 25.8308 10.9201 -3.8382
H74 25.0435 9.3288 -3.6387
H75 26.2368 10.0013 -2.4183
H76 22.2156 11.1706 -2.8229
H77 23.0070 10.3361 -4.0202
H78 23.3538 8.3857 -2.7589
H79 21.8505 8.6309 -2.9284
H80 22.7734 7.8480 -0.7016
H81 21.9001 9.2274 -0.2380
H82 23.2093 8.9588 1.8206
H83 24.8233 9.6992 1.7247
H84 23.2992 10.5755 1.4295
H85 26.1842 8.8739 -0.4017
H86 25.1440 7.6230 0.4809
H87 24.9945 7.7548 -1.1316
H88 25.3730 12.8812 -2.2570
H89 23.6899 13.1525 -2.3270
H90 24.3595 12.7533 -3.7871
H91 26.1012 11.0594 -0.2553
C38 11.6870 9.5237 -10.5452
C39 11.6829 9.8368 -9.0080
C40 11.3723 11.3574 -8.9247
C41 9.9089 11.5953 -9.0123
C42 9.0726 10.7140 -8.1014
C43 9.3030 9.1898 -8.2570
N12 10.7896 8.9420 -8.3333
O14 10.9914 7.6554 -8.6096
C44 8.7569 8.4627 -6.9102
C45 8.5821 8.7391 -9.5237
C46 13.1450 9.6686 -8.3646
H92 12.0996 8.5325 -10.7334
H93 12.5007 10.0890 -10.9996
H94 10.7804 9.7138 -11.1196
H95 11.5032 11.6488 -7.8825
H96 11.8401 11.9145 -9.7364
H97 9.6615 11.4978 -10.0694
H98 9.7391 12.6256 -8.6999
H99 8.0156 10.9749 -8.1523
H100 9.4062 10.9868 -7.1002
H101 9.2640 8.8565 -6.0295
H102 7.6842 8.6184 -6.7956
H103 9.0028 7.4011 -6.8889
H104 8.7790 7.6950 -9.7670
H105 7.5232 8.9766 -9.4211
H106 8.8248 9.3113 -10.4191
H107 13.4897 8.6352 -8.4034
H108 12.9157 9.8864 -7.3214
H109 13.8408 10.4583 -8.6478
H110 10.7890 7.5834 -9.5453